No. 1
{
  "formula": "C7H10NP",
  "method": "ωB97M-V/def2-TZVPD",
  "elements": ["C", "C", "C", "C", "C", "C", "C", "N", "P", "H", "H", "H", "H", "H", "H", "H", "H", "H", "H"],
  "coordinates": [[-2.7615, 0.0109, 0.1397], [-1.9239, 1.1010, 0.5122], [-2.3301, -1.0133, -0.6574], [-0.5383, 1.0393, 0.2362], [-0.9677, -0.9881, -0.9596], [-0.0658, -0.1147, -0.3542], [2.6304, -0.9193, 1.8164], [2.0509, 1.3900, -0.8298], [1.6846, -0.2488, -0.8302], [-3.7565, 0.0208, 0.3306], [-2.4697, 1.7965, 1.0446], [-3.0213, -1.7247, -1.0120], [0.1851, 1.6127, 0.7533], [-0.5273, -1.9753, -1.2325], [3.6382, -1.3491, 1.8347], [1.8062, -1.5211, 2.3529], [1.9264, 1.8283, 0.0674], [3.0943, 1.4594, -0.9867], [1.3462, -0.4045, -2.2256]],
  "nbo_charge": [-0.202, -0.193, -0.201, -0.199, -0.205, -0.330, -0.353, -1.145, 0.855, 0.198, 0.211, 0.214, 0.201, 0.203, 0.105, 0.118, 0.389, 0.384, -0.047],
  "lumo_energy_ev": [-0.6, -0.4],
  "orbital_gap_ha": [0.279, 0.273],
  "de_lowest_kj_mol": 435.06
}


No. 2
{
  "formula": "C43H41N6O5PtS4",
  "method": "ωB97M-V/def2-TZVPD",
  "elements": ["Pt", "O", "C", "O", "C", "O", "O", "N", "S", "N", "S", "N", "S", "N", "C", "C", "C", "C", "C", "C", "C", "C", "C", "C", "C", "C", "C", "C", "C", "C", "C", "C", "C", "C", "C", "C", "C", "C", "C", "C", "C", "C", "C", "C", "C", "C", "C", "C", "C", "C", "H", "H", "H", "H", "H", "H", "H", "H", "H", "H", "H", "H", "H", "H", "H", "H", "H", "H", "H", "H", "H", "H", "H", "H", "H", "H", "H", "H", "H", "H", "C", "C", "O", "H", "H", "H", "C", "N", "C", "S", "N", "C", "H", "H", "H", "H", "H", "H", "H", "H"],
  "coordinates": [[-2.0056, 2.1197, 0.3636], [-3.4009, 1.4326, 4.7367], [-3.2161, 1.9318, 3.6967], [-2.7508, 2.6881, 2.9423], [-4.5688, 0.6743, 2.4682], [-5.6267, 1.0797, 2.7421], [-3.7953, -0.0396, 1.9662], [0.0293, 2.1081, 0.8944], [1.3717, 1.7683, 0.4787], [1.9860, 0.2596, 0.8519], [1.7929, -1.0024, -0.0140], [0.5358, -1.2702, -0.8543], [-1.0388, -1.0805, -0.3411], [-1.6695, 0.1659, -0.7497], [-0.9780, -1.6090, 1.3806], [-1.0303, -2.9615, 1.7046], [-0.9537, -3.3425, 3.0353], [-0.8345, -2.3818, 4.0311], [-0.7782, -1.0369, 3.6959], [-0.8419, -0.6433, 2.3663], [-1.7613, -2.5150, -1.1302], [-3.1387, -2.6171, -0.9713], [-3.8005, -3.6968, -1.5317], [-3.0941, -4.6499, -2.2570], [-1.7218, -4.5313, -2.4144], [-1.0434, -3.4637, -1.8380], [3.0904, -1.1403, -1.2177], [2.8100, -1.4054, -2.5461], [3.8689, -1.4735, -3.4420], [5.1692, -1.2817, -3.0012], [5.4300, -1.0167, -1.6607], [4.3857, -0.9417, -0.7569], [2.1514, -2.3204, 1.1216], [2.3720, -2.0740, 2.4643], [2.6491, -3.1512, 3.2958], [2.7072, -4.4359, 2.7787], [2.4834, -4.6638, 1.4248], [2.2032, -3.6012, 0.5851], [2.5889, 2.7623, 1.3105], [3.4641, 2.2596, 2.2579], [4.3115, 3.1402, 2.9184], [4.2785, 4.4942, 2.6215], [3.3929, 4.9838, 1.6681], [2.5360, 4.1183, 1.0108], [1.8175, 1.9711, -1.2400], [0.7908, 1.9872, -2.1676], [1.1158, 2.0797, -3.5152], [2.4422, 2.1582, -3.9109], [3.4627, 2.1485, -2.9644], [3.1540, 2.0515, -1.6195], [-1.1461, -3.7166, 0.9397], [-1.0040, -4.3923, 3.2929], [-0.7988, -2.6825, 5.0704], [-0.7098, -0.2827, 4.4698], [-0.8016, 0.4081, 2.1086], [-3.6627, -1.8679, -0.3876], [-4.8692, -3.8061, -1.3971], [-3.6166, -5.4901, -2.6946], [-1.1747, -5.2742, -2.9796], [0.0273, -3.3633, -1.9443], [1.7862, -1.5279, -2.8699], [3.6724, -1.6731, -4.4868], [5.9889, -1.3374, -3.7053], [6.4464, -0.8670, -1.3226], [4.5702, -0.7276, 0.2891], [2.3064, -1.0658, 2.8472], [2.8156, -2.9810, 4.3511], [2.9282, -5.2690, 3.4329], [2.5298, -5.6682, 1.0262], [2.0301, -3.7630, -0.4721], [3.4830, 1.2012, 2.4746], [4.9975, 2.7652, 3.6663], [4.9440, 5.1744, 3.1363], [3.3692, 6.0406, 1.4389], [1.8315, 4.4878, 0.2741], [-0.2379, 1.9201, -1.8368], [0.3261, 2.1009, -4.2546], [2.6869, 2.2354, -4.9625], [4.4964, 2.2228, -3.2755], [3.9394, 2.0532, -0.8739], [-1.7006, 5.0113, 1.1016], [-1.6090, 4.0368, -0.0435], [-1.2773, 4.3221, -1.1621], [-1.4162, 6.0139, 0.7756], [-1.0491, 4.6610, 1.9032], [-2.7194, 5.0097, 1.4887], [-6.3879, -0.4760, -1.4613], [-5.7159, 0.5571, -0.6964], [-4.7265, 1.3274, -1.1588], [-4.2046, 2.6621, -0.1824], [-4.2426, 1.0868, -2.3637], [-3.2163, 1.8772, -3.0327], [-7.1525, -0.9256, -0.8346], [-5.6921, -1.2612, -1.7695], [-6.8711, -0.0580, -2.3474], [-6.0184, 0.7532, 0.2424], [-4.6322, 0.3162, -2.8833], [-2.5447, 2.3069, -2.2947], [-3.6670, 2.6774, -3.6197], [-2.6530, 1.2125, -3.6844]],
  "mulliken_charge": [2.898, -0.418, 0.691, -0.344, 0.558, -0.424, -0.203, -0.903, 1.052, -0.151, 1.220, -0.098, 0.957, -0.819, 1.380, -0.860, -0.942, -1.117, -0.923, 0.444, -0.326, -0.229, -0.686, -0.744, -0.880, 0.023, 0.546, -0.098, -0.864, -0.632, -0.740, -0.936, 0.672, -0.120, -0.885, -0.673, -0.784, -0.884, 0.096, -0.037, -0.875, -0.510, -0.911, -0.355, 0.514, 0.664, -1.138, -0.787, -0.948, -0.531, 0.501, 0.497, 0.451, 0.599, -0.238, 0.648, 0.482, 0.400, 0.463, 0.231, 0.517, 0.480, 0.433, 0.466, 0.366, 0.500, 0.506, 0.435, 0.478, 0.241, 0.265, 0.463, 0.410, 0.441, 0.515, -0.061, 0.518, 0.447, 0.478, 0.505, -1.422, 0.628, -0.539, 0.430, 0.228, 0.229, -1.131, 0.051, 0.261, -0.565, 0.030, -0.619, 0.363, 0.286, 0.381, 0.244, 0.258, -0.155, 0.308, 0.360],
  "lumo_energy_ev": -2.6,
  "total_charge": 1,
  "orbital_gap_ha": 0.229
}